Entry 1:
C30H63F10N3O23P3 | ωB97M-V/def2-TZVPD

Summary:
Frontier orbital gap ... 9.313 eV
ΔE to the lowest compared entry with this formula, charge and spin ... 0.000 eV
Spin multiplicity ... 1
Total charge ... -1
Molecular weight ... 1116.73 Da

```
132
Properties=species:S:1:pos:R:3:forces:R:3:mulliken_charge:R:1
P 0.1523 -0.0087 -0.2562 0.0666 -0.2100 0.8804 1.698
F 0.0866 -0.9433 1.1770 -0.0807 0.3787 -1.9162 -0.346
F -0.9794 0.9378 0.3599 -0.1615 0.1813 0.3949 -0.384
F 1.3333 0.8101 0.5223 -0.3947 0.4917 -1.1255 -0.464
F 0.0707 0.9392 -1.6321 1.2616 -0.1368 1.1686 -0.371
F 1.3102 -0.9355 -0.9264 0.0761 0.1104 0.3262 -0.465
F -0.9139 -0.9247 -0.9797 -1.0838 -1.0170 0.2863 -0.591
C 2.1624 0.7700 -7.1332 0.2480 -1.2317 1.0274 -1.551
C 1.1293 -0.4255 -7.4179 2.4973 3.3440 -0.6287 0.501
C 0.6628 -1.0978 -6.1954 -1.1642 -1.1608 0.4435 -0.728
O -0.1916 -0.3218 -5.3815 0.7926 -0.2473 0.3481 -0.227
C -0.5363 -1.1189 -4.2728 -1.6462 1.1546 1.4847 -0.613
N 0.0947 0.2758 -8.1513 -1.1747 0.0057 -0.4495 -0.794
H 1.6589 1.5253 -6.5299 -0.0645 -0.0040 0.0342 0.429
H 2.5720 1.2574 -8.0180 -0.4067 -0.2474 -0.3754 0.376
H 3.0472 0.4631 -6.5756 0.0428 -0.1947 0.2162 0.371
H 1.6508 -1.1077 -8.0893 -0.1916 -0.4219 0.1743 0.250
H 1.4477 -1.5046 -5.5579 0.4759 0.0298 -0.2889 0.371
H -0.0015 -1.9170 -6.4707 0.3100 -0.6958 -0.4732 0.333
H -1.1898 -1.9750 -4.4404 -0.1563 -0.1430 -0.9451 0.385
H -1.1193 -0.4281 -3.6637 -0.0418 -0.1707 0.3069 -0.127
H 0.2101 -1.5182 -3.5861 0.9627 0.4162 -0.4753 0.355
H 0.5191 1.1488 -8.4302 -0.0723 -0.0362 -0.6377 0.313
H -0.5892 0.6296 -7.4977 -0.4232 -0.3559 0.3352 0.280
C -3.7825 4.5169 7.4676 0.3196 -0.2979 -0.2900 -1.534
C -3.2932 3.3851 6.5411 -0.5523 0.4495 -0.7697 0.844
C -2.4709 3.9132 5.3671 0.5088 -0.7920 0.5842 -0.898
O -2.5671 2.9535 4.3397 -0.5241 0.6073 -0.3513 -0.097
C -2.0779 3.4228 3.1037 0.6917 -2.0232 -0.3921 -0.376
N -2.6088 2.3734 7.3329 0.0615 0.3208 0.9462 -0.748
H -4.7640 4.2756 7.8759 0.2826 -0.2453 0.5779 0.359
H -3.9555 5.4810 6.9895 0.2988 -0.0642 -0.3961 0.359
H -2.9799 4.6229 8.1974 -0.4247 0.2096 0.4472 0.385
H -4.1658 2.8875 6.1180 -0.3320 0.3542 -0.5564 0.243
H -1.4191 3.9648 5.6484 0.2932 0.1888 0.3116 0.316
H -2.7370 4.9095 5.0141 -0.5336 0.0516 0.0331 0.387
H -2.6655 4.1688 2.5687 -0.1168 0.2790 0.4290 0.326
H -2.0710 2.4982 2.5264 -0.1725 0.2108 -0.6299 -0.193
H -1.0102 3.6386 3.1436 0.0533 0.7253 0.2392 0.300
H -2.1992 1.5693 6.8795 0.0923 0.2922 -0.6585 0.115
H -3.3460 1.9666 7.8908 0.1252 -0.1926 0.4933 0.295
C -5.3475 2.3610 -5.6674 -0.3814 0.1938 0.5718 -1.618
C -4.1986 2.4232 -4.6755 1.0711 -0.4142 0.6247 0.549
C -4.5619 3.0160 -3.2917 -0.8435 1.8338 -0.1503 -0.628
O -3.6246 3.9106 -2.6517 -1.3572 0.3187 -1.0669 -0.495
C -2.4420 3.3991 -2.1276 -0.3378 -1.4262 -0.3373 -0.235
N -3.6591 1.0969 -4.4031 -0.1245 -0.9408 0.0245 -0.041
H -6.1345 1.7610 -5.2105 -0.1837 -0.0755 -0.0613 0.312
H -5.1159 1.9094 -6.6320 0.3876 -0.0865 0.1278 0.413
H -5.7550 3.3510 -5.8722 0.0424 0.0691 0.0768 0.407
H -3.2991 2.8803 -5.0880 -0.5623 1.4888 -0.1905 0.399
H -5.0474 2.3294 -2.5982 0.9474 -0.9169 0.1235 0.182
H -5.4436 3.6426 -3.4259 0.1338 0.6548 -0.3946 0.382
H -1.9689 2.7353 -2.8513 0.6672 0.2839 -0.2468 -0.012
H -2.6925 2.7037 -1.3265 0.3338 0.2382 0.7316 0.221
H -1.7976 4.2332 -1.8499 -0.0592 -0.2965 0.1246 0.340
H -3.5755 0.5845 -5.2694 0.3610 -0.1589 -0.1173 0.137
H -2.7379 1.2920 -4.0380 0.3552 -0.6345 -0.1240 -0.252
C 2.2851 -4.5598 -0.1287 0.4065 -0.0075 -0.9609 -0.304
O 2.3871 -4.9543 1.2257 -1.7380 -0.2249 2.2090 -0.185
P 1.1846 -5.3073 2.3046 0.6218 1.3525 1.6346 0.901
O 1.1793 -4.6038 3.6771 0.5890 -2.0447 -4.0550 -0.626
O -0.1491 -5.0447 1.4472 1.6728 0.0334 0.1517 -0.043
C -1.2641 -5.8012 1.7753 -1.9322 -1.8220 -0.4376 -0.876
O 1.3161 -6.9358 2.3678 -0.2059 0.9947 0.7394 -0.419
C 2.5431 -7.4534 2.9461 0.5552 0.1770 -1.0324 -0.654
H 3.2860 -4.7412 -0.5204 0.0046 0.1680 -0.0865 0.221
H 2.0416 -3.5095 -0.2885 -0.0607 0.0289 0.4311 -0.037
H 1.6049 -5.1510 -0.7419 -0.2594 -0.2359 0.4114 0.359
H -2.0016 -5.8195 0.9730 0.0070 1.0926 -0.2231 0.274
H -1.7776 -5.5323 2.6984 0.3743 0.1993 0.0770 0.357
H -1.0559 -6.8706 1.7400 0.5318 -0.1146 0.7535 0.310
H 2.9448 -8.1194 2.1824 0.1462 0.0647 -0.0063 0.259
H 2.4863 -8.0475 3.8582 -0.8816 0.3975 0.1104 0.264
H 3.2432 -6.6304 3.0896 0.0931 -0.1523 0.1611 0.252
C 6.5434 0.7529 1.8799 1.8760 1.0217 0.9079 -0.859
O 6.3065 -0.1885 0.8374 -0.7686 -1.8954 1.2428 -0.230
P 5.6851 -1.6267 1.3607 -1.9885 0.4557 2.3346 0.551
O 6.2128 -2.4575 2.4971 0.3068 1.7418 -2.0645 -0.799
O 5.3970 -2.3717 0.0263 0.7378 -0.1793 -1.0831 -0.004
C 6.5114 -2.6786 -0.8092 0.0828 -0.8754 -0.5991 -0.860
O 4.1815 -1.1530 1.6757 0.1808 0.6868 0.1573 0.239
C 3.1424 -2.0833 2.0081 -0.1302 -0.8713 0.9685 -0.653
H 6.4277 1.7947 1.5812 -0.7466 -0.2673 -0.5578 0.320
H 7.6002 0.7369 2.1464 0.3036 -0.3263 -0.1670 0.357
H 6.0871 0.6070 2.8590 -0.7687 -0.4448 -0.4000 0.309
H 6.1707 -2.6636 -1.8444 0.0063 0.3901 0.0680 0.236
H 6.8191 -3.7090 -0.6309 0.1788 0.0356 0.2680 0.273
H 7.3518 -2.0009 -0.6591 -0.1107 0.0358 -0.0760 0.351
H 2.2852 -2.0139 1.3384 0.5571 -0.0870 -0.4873 -0.172
H 2.6752 -1.9599 2.9852 0.3898 1.0314 0.3217 0.388
H 3.5648 -3.0753 2.1682 -0.0733 -0.1089 -0.8087 0.500
C 3.3243 1.6559 3.5047 1.8396 0.1024 -0.9821 0.645
C 2.2091 2.4079 2.9347 -4.3480 -2.8357 -1.4424 0.537
O 2.7265 3.1687 1.8703 -3.0912 -0.4678 0.2581 -0.271
C 3.9274 3.4402 2.2266 2.8655 2.3923 0.2037 0.752
O 4.6078 4.2880 1.7124 0.1529 -0.7684 0.2443 -0.634
O 4.2355 2.7253 3.2958 3.5856 0.9654 1.9068 -0.399
F 1.5841 3.1142 3.9280 0.3802 0.9023 -0.2455 -0.385
H 3.8160 0.9203 2.8680 -1.2322 -0.8988 -0.0355 -0.555
H 3.2807 1.2995 4.5338 -0.2019 0.5609 -0.0976 0.327
H 1.4456 1.7993 2.4502 -0.1143 0.0015 0.2831 -0.077
C -4.3249 -0.4436 -1.8359 1.3589 -0.2494 -1.6972 0.505
C -4.4595 -1.9194 -1.5658 -0.8730 0.0610 -0.2460 0.400
O -5.7565 -2.2015 -2.0384 -0.9991 -1.6649 0.0352 -0.401
C -5.9820 -1.3052 -3.0032 -3.2847 -0.5590 -2.1177 0.532
O -6.6847 -1.4111 -3.9880 0.7274 -0.6727 1.4375 -0.601
O -5.4296 -0.2065 -2.6683 0.9006 3.3382 -0.0171 -0.200
F -4.3769 -2.0087 -0.2555 -0.0030 -1.4989 2.1013 -0.263
H -3.4464 -0.3481 -2.4741 0.1926 0.8754 0.4571 -0.420
H -4.3532 0.2018 -0.9580 0.1827 -0.3396 -0.0830 0.150
H -3.9644 -2.7278 -2.1038 1.5773 0.5640 0.4984 0.330
C 3.7017 1.9115 -1.0090 -0.1143 0.7211 0.6071 0.326
C 3.0380 1.3677 -2.2935 0.3875 1.3086 2.3737 1.204
O 4.1840 1.1286 -3.0390 -0.9469 -1.7385 -2.0051 -0.311
C 5.2071 1.8524 -2.6366 3.7820 2.8953 -1.3288 0.607
O 6.1660 2.2148 -3.3353 -2.5047 -1.7077 1.6923 -0.658
O 5.0249 2.2889 -1.3907 0.7605 -1.2249 -0.7674 -0.411
F 2.3243 2.3787 -2.8442 -0.2753 0.4254 -0.8953 -0.333
H 3.7089 1.1423 -0.2367 0.0617 0.2786 0.2114 -0.383
H 3.4426 2.9292 -0.7171 -1.6804 -0.6482 0.5434 0.168
H 2.3401 0.5488 -2.1192 0.6711 -0.3022 -0.5052 -0.209
C -2.8132 -0.2465 3.3845 -1.2572 -1.3799 -1.2205 0.095
C -4.1714 -0.8207 3.9711 4.3350 1.8410 0.3999 0.260
O -3.8643 -0.6013 5.3565 -0.7038 -0.8260 0.7403 -0.353
C -2.5116 -0.5429 5.5808 1.9753 0.6765 3.4204 0.469
O -1.8969 -0.5756 6.6756 -3.0756 -0.2692 -3.5240 -0.650
O -1.8744 -0.2976 4.4617 -0.5182 0.7104 -1.0541 -0.030
F -4.1475 -2.1258 3.6828 -1.1970 -1.0132 0.2015 -0.292
H -3.0643 0.6766 2.8621 0.9475 0.5861 0.7575 -0.075
H -2.4053 -0.9465 2.6552 -0.2380 0.1123 -0.2081 0.108
H -5.0546 -0.2668 3.6529 -0.1757 -0.5480 0.3516 0.349
```
Positions in Å, forces in eV/Å.

---

Entry 2:
C9H8ClN2O2 | ωB97M-V/def2-TZVPD

Summary:
Frontier orbital gap (alpha / beta) ... 7.892 / 7.885 eV
ΔE to the lowest compared entry with this formula, charge and spin ... 2.727 eV
Spin multiplicity ... 1
Total charge ... +1
Molecular weight ... 211.63 Da

```
22
Properties=species:S:1:pos:R:3:forces:R:3:nbo_charge:R:1
C -3.3602 0.1563 0.7263 1.1821 -0.6051 -1.7922 0.640
C 0.4825 0.3290 0.4293 0.8732 0.5451 0.3599 -0.347
C 1.0075 -0.6975 -1.7122 0.0061 -0.3174 0.4217 -0.292
C 1.8028 0.5540 0.6929 2.5513 0.6301 -1.2073 -0.118
C 2.3697 -0.4429 -1.4515 0.4922 -1.2657 0.0245 -0.142
C 0.1977 -0.2707 -0.7180 -3.2503 -0.9244 -1.8057 0.272
C 2.7638 0.1757 -0.2704 -1.3565 -0.8039 -0.3414 0.034
C -3.7407 0.6390 2.0101 -1.2099 -1.4466 -0.0909 -0.733
C -2.1307 -0.6768 -1.2546 3.7012 -2.7748 1.6819 -0.118
N -2.8224 -0.1575 -0.2497 -1.7360 1.1621 3.2363 -0.255
N 4.2070 0.2180 -0.0256 0.1815 0.7180 1.7558 0.517
O 4.5126 0.4527 1.1494 -0.0230 -0.2549 -1.4509 -0.355
O 4.9575 0.0184 -0.9507 -0.0557 0.0363 0.2966 -0.328
Cl -2.3536 -2.4439 -1.3156 0.2005 1.1666 -0.3814 0.055
H -0.0672 0.9052 1.0749 -2.3641 0.6402 1.2538 0.248
H 0.5776 -1.3296 -2.4811 0.5884 0.1891 -0.3161 0.268
H 2.0628 1.2544 1.4679 0.2555 -0.3703 0.4982 0.259
H 3.1684 -0.9585 -2.0144 -0.6513 0.7124 -0.1154 0.279
H -2.8953 0.6386 2.6200 1.4306 -0.4011 1.2771 0.284
H -3.9915 1.6342 1.9090 -0.8698 2.3410 -0.3407 0.292
H -4.5886 0.1089 2.4561 0.2549 -0.0731 -0.1746 0.305
H -2.1597 -0.1071 -2.0921 -0.2010 1.0963 -2.7893 0.235
```
Positions in Å, forces in eV/Å.

---

Entry 3:
C18H29NO3 | ωB97M-V/def2-TZVPD

Summary:
Frontier orbital gap ... 8.832 eV
ΔE to the lowest compared entry with this formula, charge and spin ... 3.498 eV
Spin multiplicity ... 1
Molecular weight ... 307.43 Da

```
51
Properties=species:S:1:pos:R:3:forces:R:3:nbo_charge:R:1
C -2.8659 -2.8094 -0.7492 -0.1913 0.0396 -0.0772 -0.402
C -1.9552 -2.5212 0.1603 0.0920 -0.1802 0.1028 -0.153
C -0.7729 -3.3841 0.4845 -0.0305 0.1471 -0.0238 -0.459
C 0.5065 -2.6569 0.1574 0.1167 -0.1648 -0.0798 -0.004
C 1.1780 -2.8988 -1.0283 -0.1060 0.0093 0.1285 -0.224
C 2.3431 -2.2117 -1.3130 0.1659 0.2315 0.1657 -0.226
C 2.8720 -1.2808 -0.4311 -0.0573 -0.1405 -0.0776 0.223
O 4.0824 -0.7318 -0.7827 -0.1993 -0.3775 0.2889 -0.504
C 4.2471 0.6669 -0.6779 -0.2304 0.6701 -0.2498 -0.100
C 3.3226 1.4342 -1.6371 0.4354 -0.2089 0.0954 -0.089
O 1.9882 1.5425 -1.2075 -0.2928 -0.0749 0.1243 -0.547
C 1.7650 2.5248 -0.2176 -0.2362 0.3269 0.0587 -0.067
C 0.2626 2.6266 0.0206 0.3405 -0.0808 -0.0997 -0.232
N -0.2095 1.4310 0.6937 0.1977 -0.0860 -0.1638 -0.645
C -1.6365 1.4013 0.9503 -0.0655 -0.1248 -0.2282 -0.203
C -2.5333 1.2698 -0.2879 -0.0398 0.0542 0.4459 -0.421
C -3.9977 1.0679 0.0912 0.1450 0.0430 -0.3106 -0.391
C -4.8927 0.9837 -1.1393 0.0187 -0.0031 0.2654 -0.599
C 2.2007 -1.0328 0.7811 0.1582 0.0515 -0.0080 0.331
O 2.7680 -0.1470 1.6548 0.1421 -0.2434 -0.5320 -0.525
C 2.0464 0.2126 2.8119 -0.2000 0.0554 0.3142 -0.272
C 1.0202 -1.7163 1.0417 0.0919 0.0659 0.0655 -0.325
H -3.6968 -2.1555 -0.9532 -0.1405 0.1957 -0.0152 0.197
H -2.8243 -3.7191 -1.3260 0.0684 -0.2139 -0.0864 0.190
H -2.0157 -1.6004 0.7242 -0.0891 0.2098 0.0528 0.188
H -0.7912 -3.6246 1.5514 0.0223 -0.0910 -0.0293 0.217
H -0.8272 -4.3138 -0.0835 -0.0083 -0.0301 0.0601 0.215
H 0.7942 -3.6218 -1.7321 -0.0521 -0.0925 -0.0739 0.210
H 2.8803 -2.3937 -2.2308 0.0889 0.0149 -0.0959 0.223
H 4.1004 1.0067 0.3509 0.0980 -0.0232 -0.1504 0.199
H 5.2860 0.8409 -0.9697 -0.1039 0.0519 0.0238 0.192
H 3.2773 0.8931 -2.5867 0.1220 0.0877 0.0398 0.199
H 3.7447 2.4355 -1.8130 -0.0167 -0.0590 -0.0160 0.167
H 2.2666 2.2620 0.7211 -0.0056 0.0104 -0.0318 0.174
H 2.1545 3.4954 -0.5637 -0.0258 -0.0807 0.0158 0.165
H 0.0582 3.4851 0.6686 0.0338 0.0235 -0.0797 0.190
H -0.2226 2.7976 -0.9526 0.0326 0.0915 0.0722 0.174
H 0.0579 0.6239 0.1342 -0.0279 0.0016 0.0692 0.372
H -1.8940 2.3136 1.4980 -0.0664 -0.0609 0.0639 0.184
H -1.8228 0.5521 1.6167 -0.1181 0.0629 0.0528 0.184
H -2.4446 2.1682 -0.9021 0.0258 -0.0062 -0.1047 0.196
H -2.1902 0.4202 -0.8849 0.0391 -0.0093 -0.0740 0.202
H -4.3251 1.8978 0.7221 -0.0204 -0.0267 0.1007 0.195
H -4.0968 0.1499 0.6754 -0.0063 -0.0074 0.1125 0.193
H -4.8422 1.9071 -1.7121 -0.0211 0.0762 -0.1010 0.202
H -4.5773 0.1667 -1.7848 0.0003 -0.0802 -0.1134 0.200
H -5.9277 0.8151 -0.8505 -0.1256 -0.0172 -0.0705 0.208
H 1.8999 -0.6460 3.4747 0.0286 0.0085 -0.0154 0.172
H 1.0825 0.6591 2.5453 0.0986 -0.0545 0.0359 0.215
H 2.6653 0.9502 3.3224 -0.0565 -0.0462 0.0038 0.194
H 0.4917 -1.5359 1.9646 -0.0291 0.0550 0.1495 0.218
```
Positions in Å, forces in eV/Å.

---

Ordered energy results: -138743.5120, -29045.4367, -26767.4940; unit eV.